# 1
The following is a DFT calculation (ωB97M-V/def2-TZVPD) of C58H59Co2N4O8 as an isolated structure.

CARTESIAN COORDINATES (ANGSTROEM)
C1 -2.538 -5.733 2.733
H1 0.893 -3.607 7.555
H2 -5.849 0.031 0.259
H3 1.575 1.812 -2.197
C2 1.433 -1.713 4.651
C3 0.577 1.843 3.020
C4 -0.677 -2.011 6.212
C5 -0.006 3.024 -3.103
H4 3.224 1.425 5.151
H5 -2.009 0.578 7.230
H6 -6.771 3.059 3.510
C6 -2.601 -4.361 2.981
C7 -0.217 -4.344 3.485
H7 -4.747 2.165 7.307
H8 -0.323 -2.651 -0.492
H9 0.605 3.211 1.296
C8 2.982 -1.348 2.331
Co1 -1.427 3.494 -5.731
C9 -1.240 0.076 3.290
H10 3.099 3.508 1.383
C10 2.242 3.690 -3.195
C11 3.296 2.317 3.163
C12 -4.030 -1.022 6.330
H11 3.350 -1.957 5.626
C13 4.157 5.482 -4.327
C14 2.117 -1.653 -0.316
H12 -0.483 0.048 1.045
H13 -5.544 2.618 1.412
H14 -1.501 2.038 2.478
C15 1.244 2.765 -2.637
H15 0.963 -4.188 5.886
O1 -0.554 6.850 -4.121
C16 -2.855 1.688 0.293
O2 5.114 2.235 1.768
N1 -2.573 -0.225 3.503
H16 -5.780 0.711 7.260
H17 -3.537 -3.801 2.890
C17 0.823 -2.014 6.076
C18 0.016 -2.613 0.553
C19 -3.898 0.497 6.144
C20 2.152 5.090 -3.027
C21 -0.819 5.751 -3.850
C22 0.333 -0.162 0.358
C23 2.649 1.743 4.287
H18 0.894 0.027 6.892
H19 4.874 6.172 -4.762
H20 -3.602 -1.608 5.516
H21 0.465 -3.577 0.818
N2 4.632 1.916 2.878
C24 2.837 -1.749 4.682
C25 4.226 4.105 -4.601
C26 -4.743 1.071 7.294
C27 -3.747 0.620 3.493
N3 -0.603 -1.176 3.298
H22 5.009 3.715 -5.258
C28 -1.323 -6.415 2.875
O3 -0.453 1.557 -7.646
C29 -5.513 1.775 4.685
C30 -2.958 3.700 -6.571
C31 3.287 3.229 -4.044
H23 0.780 -6.237 3.377
H24 -1.964 1.731 0.911
H25 0.703 1.099 5.030
C32 1.307 -3.396 6.559
H26 -5.098 -1.292 6.389
H27 -0.952 -2.057 7.274
O4 5.234 1.204 3.717
O5 -4.217 4.942 -3.787
H28 3.302 2.160 -4.304
H29 -4.726 0.250 -1.091
O6 -3.860 3.799 -7.277
H30 -5.424 1.660 -0.307
H31 -3.036 -0.986 -0.311
C33 3.602 -1.509 3.560
H32 3.623 -1.209 1.459
H33 2.444 -0.830 7.031
H34 1.030 0.682 0.411
H35 -3.294 2.688 0.297
H36 1.665 -1.715 -1.315
H37 -6.050 2.003 5.604
H38 2.398 -3.464 6.634
H39 -3.444 -6.258 2.424
C34 2.566 2.926 2.125
N4 -2.782 -1.598 3.575
C35 -0.755 1.309 2.837
C36 0.814 -1.448 3.391
H40 -1.117 -1.096 5.819
C37 -0.520 4.861 -6.336
H41 -2.507 1.448 -0.718
C38 -3.122 4.606 -3.639
C39 -0.173 -5.721 3.258
C40 -1.018 2.622 -3.946
O7 0.102 5.676 -6.886
H42 -1.855 0.834 5.471
C41 1.202 2.717 2.067
C42 -5.926 2.373 3.500
H43 -3.550 -1.321 7.276
H44 -1.267 -7.484 2.683
H45 1.311 5.465 -2.443
C43 -4.267 1.094 2.268
C44 1.592 -1.417 2.198
C45 -3.838 0.664 0.828
H46 -1.137 -2.871 5.729
H47 -0.872 -2.476 1.171
H48 4.686 -1.462 3.637
H49 1.095 -1.260 8.106
O8 -1.216 4.463 -0.244
H50 -3.873 -1.509 1.171
H51 -2.259 -0.786 1.236
Co2 -1.413 4.187 -3.171
C46 -5.038 0.656 -0.123
C47 1.012 -1.468 0.731
H52 0.687 -3.804 3.764
C48 -1.600 -2.161 3.418
C49 -1.353 4.426 -1.395
H53 -2.511 2.112 6.466
H54 2.803 -0.799 -0.333
H55 2.976 7.037 -3.394
C50 -2.479 1.022 6.345
C51 -1.434 -3.627 3.325
H56 -0.094 -0.205 -0.654
C52 1.352 -0.958 7.075
C53 -3.229 -0.731 0.743
C54 1.288 1.525 4.206
H57 -4.321 0.732 8.251
C55 -0.829 2.300 -6.834
C56 -4.397 0.952 4.730
C57 3.091 5.970 -3.566
C58 -5.259 2.084 2.321
H58 2.686 -2.574 -0.151
H59 -1.439 1.600 -3.964

2S+1: 2
HOMO level (alpha / beta): 0.55 / 0.19 eV
Net charge: -2
Energy: -158690.3411 eV

# 2
The following is a DFT calculation (ωB97M-V/def2-TZVPD) of C58H65GeIrN3O7SSe as an isolated structure.

CARTESIAN COORDINATES (ANGSTROEM)
C1 -6.091 -1.260 1.561
C2 0.768 3.840 1.156
H1 -7.239 2.344 0.832
H2 5.072 1.455 4.010
C3 3.209 -3.812 2.975
Se1 1.136 1.507 -0.490
C4 -5.984 -0.765 0.260
O1 2.191 -2.925 -8.479
H3 -4.667 1.119 -2.032
C5 0.455 -1.192 -3.280
H4 2.808 -3.951 0.276
H5 6.057 1.896 0.423
H6 4.130 -3.968 2.410
H7 -1.700 4.773 3.220
C6 0.086 4.633 2.065
C7 3.857 -1.186 2.091
H8 -4.453 -4.593 -2.246
C8 3.521 0.868 0.965
C9 -3.071 2.473 2.676
C10 -0.502 -2.727 -1.855
H9 -4.071 3.070 0.832
H10 -7.383 1.448 3.134
H11 -0.968 -2.915 -0.894
O2 1.599 -4.976 -9.665
H12 -0.493 6.201 4.340
C11 0.870 -3.019 3.004
C12 -6.410 0.539 0.021
H13 4.984 2.557 2.636
H14 6.572 0.229 0.155
H15 -2.461 0.393 2.892
H16 -3.124 3.734 4.464
H17 -4.692 3.139 3.918
C13 -3.869 -4.416 -1.348
H18 -8.556 -5.962 -1.442
H19 -2.257 1.360 4.361
H20 -10.382 -4.710 -2.546
C14 5.738 0.573 2.136
N1 1.148 -4.080 -6.121
H21 -10.077 -2.310 -3.073
H22 -6.449 -4.842 -0.885
C15 -7.037 -2.930 -1.674
C16 0.235 2.620 0.777
O3 0.524 -1.216 0.675
H23 0.077 -2.474 2.497
C17 -2.136 -5.137 0.156
C18 0.281 -3.467 -3.993
O4 -2.803 -0.726 -0.956
C19 -1.145 4.154 2.531
C20 -4.028 2.205 1.500
C21 1.381 -4.956 -7.088
H24 -3.865 0.862 -3.563
C22 0.692 5.960 2.522
H25 4.498 -1.832 2.670
O5 -1.791 0.862 -2.020
H26 -0.653 -4.734 -2.504
H27 -1.720 -3.806 1.789
C23 -6.999 0.829 2.332
H28 1.395 7.810 1.626
C24 -0.255 6.750 3.427
C25 1.899 -3.893 0.878
C26 2.599 -1.666 1.758
H29 6.702 -1.383 2.210
C27 -9.280 -2.868 -2.597
C28 1.022 6.834 1.303
C29 -4.085 -3.266 -0.590
N2 1.032 -6.243 -7.054
C30 -0.981 2.130 1.255
H30 0.134 6.991 0.688
H31 1.071 -2.528 3.960
C31 0.510 -4.503 -5.033
H32 -7.978 -1.183 -2.513
H33 1.774 5.090 4.196
H34 1.147 -1.908 -5.184
C32 5.578 1.763 3.093
C33 -4.103 0.384 -2.611
C34 -6.916 1.332 1.043
H35 7.539 1.309 1.173
Ir1 -0.613 -0.105 -0.621
C35 6.560 -0.506 2.844
H36 -5.036 2.021 1.879
H37 1.788 6.378 0.675
C36 -1.711 2.945 2.158
C37 6.520 1.029 0.896
C38 0.396 -6.655 -5.971
C39 1.984 5.682 3.304
H38 0.525 -4.036 3.213
H39 1.114 -3.444 0.275
O6 3.623 -4.898 -8.288
H40 1.721 4.155 0.745
H41 -3.876 0.847 3.859
H42 -1.190 6.990 2.917
C40 -2.334 -3.990 0.916
H43 -0.437 -6.193 -4.039
H44 0.110 -7.703 -5.947
H45 -1.378 -5.855 0.442
H46 -3.906 4.458 3.047
H47 -5.823 -0.695 -3.327
N3 -0.121 -1.468 -2.101
C41 0.092 -5.821 -4.903
C42 -8.085 -2.239 -2.284
H48 6.554 2.178 3.359
H49 2.820 -4.794 3.249
Ge1 -5.396 -1.945 -1.190
C43 4.355 0.069 1.726
H50 2.456 6.619 3.614
H51 -3.713 1.338 0.924
C44 2.253 0.427 0.625
H52 3.451 -3.281 3.899
C45 -2.901 1.184 3.496
H53 -3.414 -2.160 1.129
C46 2.148 -3.073 2.154
H54 -4.337 -1.603 -3.439
H55 -6.370 0.952 -0.981
C47 0.676 -2.152 -4.242
H56 0.733 -0.159 -3.435
C48 -2.909 -5.350 -0.976
H57 -2.763 -6.243 -1.574
C49 -9.452 -4.213 -2.301
C50 1.738 -0.825 0.999
C51 -2.837 0.165 -1.843
C52 -3.727 3.520 3.579
C53 -0.322 -3.741 -2.769
H58 6.089 -0.827 3.775
C54 -3.303 -3.069 0.548
H59 0.220 7.688 3.719
H60 1.598 -4.913 1.138
H61 7.545 -0.108 3.092
C55 -8.428 -4.914 -1.684
O7 -1.430 0.954 0.884
H62 3.843 1.851 0.636
H63 -6.657 -0.875 3.592
C56 -4.893 -0.915 -2.796
H64 -5.786 -2.278 1.778
C57 -6.587 -0.472 2.589
S1 2.298 -4.367 -8.553
C58 -7.233 -4.276 -1.374
H65 2.701 5.127 2.697

Energy above the lowest of the compared OMol25 structures with the same formula, charge and spin: 25.86 kJ/mol
2S+1: 1
HOMO level: -5.56 eV
Net charge: -1
Energy: -215545.7562 eV

# 3
The following is a DFT calculation (ωB97M-V/def2-TZVPD) of C58H67BrIN2O2PRuSSe as an isolated structure.

CARTESIAN COORDINATES (ANGSTROEM)
C1 0.590 4.294 0.095
H1 -2.461 0.180 -6.186
C2 -3.711 1.938 1.331
H2 -7.307 3.639 -2.304
C3 -4.867 -0.538 -5.036
O1 -1.727 0.585 1.525
H3 -4.527 0.452 -4.731
H4 0.679 0.158 7.378
C4 0.642 3.129 2.603
C5 -4.257 2.827 -0.909
H5 -4.941 -2.529 -6.813
C6 -2.800 -1.689 -4.216
C7 2.988 -4.299 4.766
H6 0.955 -3.688 5.031
H7 0.598 -4.710 -3.710
C8 0.762 2.313 1.476
C9 5.095 -0.694 0.173
H8 -5.086 0.000 2.808
H9 3.196 -0.999 2.946
H10 2.316 0.962 -0.774
H11 -3.818 4.234 -3.334
C10 -5.448 -3.752 3.111
H12 -2.765 -3.808 -4.373
H13 -5.437 -0.966 -4.210
H14 -5.391 3.134 0.861
H15 -2.539 -4.972 -0.776
H16 0.632 2.703 3.593
H17 4.973 -4.871 4.191
C11 -2.577 1.293 0.771
C12 0.486 5.091 1.223
H18 2.879 1.029 3.827
Se1 -0.798 0.527 -1.281
C13 4.718 -1.049 1.457
H19 0.756 -5.732 -2.275
C14 -1.519 -0.844 -2.399
C15 -5.292 2.655 3.182
H20 -1.092 -5.986 -0.693
H21 -2.039 -1.403 -6.837
H22 -3.339 -0.168 3.035
C16 4.013 -4.502 3.856
C17 -1.457 -4.986 -0.934
I1 -0.426 -2.991 2.520
H23 0.817 2.341 -0.684
H24 0.383 6.164 1.126
H25 -6.176 2.229 2.705
C18 0.870 0.314 3.514
O2 -0.299 -2.200 -0.932
C19 -2.872 -0.770 -6.529
C20 -3.836 -2.463 1.290
H26 -5.538 -2.370 0.178
C21 -4.080 -3.500 3.330
H27 -1.490 -6.693 -2.968
H28 -4.843 -3.297 -5.229
H29 0.924 -3.981 -2.138
H30 -2.715 3.568 3.267
C22 -5.248 5.100 -1.199
C23 -6.617 3.060 -1.689
H31 -3.492 -3.414 -6.364
C24 0.733 0.198 6.298
C25 0.383 -4.775 -2.642
H32 -2.846 2.358 -2.463
C26 1.904 0.611 5.677
H33 -5.227 3.708 2.906
C27 -5.210 3.669 -1.751
H34 -4.358 0.408 4.366
H35 -2.571 -4.564 4.375
C28 -4.512 2.654 0.458
H36 -1.930 2.003 3.450
H37 5.389 -1.621 2.082
C29 -3.696 -1.450 -5.427
H38 -7.967 -4.045 2.285
H39 -5.884 5.730 -1.823
N1 -3.312 -2.878 2.451
H40 0.424 5.112 3.366
P1 0.907 0.499 1.700
H41 -5.443 2.607 4.260
H42 -4.696 2.729 -3.652
C30 3.812 -4.239 2.514
H43 -2.591 0.409 -3.759
C31 -4.271 -2.754 -5.983
Ru1 -0.689 -0.944 0.646
C32 -0.373 -0.136 5.534
C33 -5.993 -3.330 1.932
C34 -2.396 -2.965 -3.811
C35 -4.017 1.887 2.826
H44 -6.051 -4.259 3.847
H45 -7.884 -2.528 1.377
H46 4.496 0.301 -1.631
H47 3.141 -4.496 5.817
C36 1.969 0.678 4.297
C37 2.583 -3.768 2.065
H48 -5.516 4.279 -3.794
C38 -1.127 -4.657 -2.395
C39 0.512 4.503 2.476
C40 -0.305 -0.076 4.149
H49 -5.644 5.129 -0.184
H50 -7.476 -4.052 0.584
C41 -3.121 2.230 -1.426
H51 0.562 4.737 -0.891
H52 -6.610 2.033 -2.059
H53 -7.008 3.050 -0.671
H54 -1.295 -0.440 6.012
H55 -2.910 -5.668 -3.157
C42 1.758 -3.842 4.323
H56 -0.999 -4.274 -0.253
C43 2.984 0.406 -0.128
H57 6.063 -0.985 -0.211
C44 -1.825 -5.700 -3.270
H58 -5.540 -0.407 -5.885
C45 -4.776 3.726 -3.215
H59 4.606 -4.397 1.798
C46 1.545 -3.577 2.970
S1 -3.034 -1.652 0.060
C47 -3.428 -3.930 4.603
H60 -4.114 -4.470 5.250
C48 0.724 2.922 0.221
H61 -3.090 2.553 4.666
H62 -1.583 -5.583 -4.327
H63 -4.248 5.536 -1.182
C49 -2.325 1.450 -0.598
C50 3.475 -0.683 1.950
C51 2.603 0.073 1.172
C52 -4.205 0.438 3.284
Br1 2.359 -3.421 0.243
C53 -1.557 -3.233 -2.733
H64 -3.494 -0.573 -7.404
H65 -3.051 -3.053 5.130
H66 -1.181 -0.302 3.560
H67 2.763 0.893 6.270
C54 -7.414 -3.501 1.524
N2 -5.173 -2.699 1.064
C55 -2.323 -0.603 -3.488
C56 4.219 0.030 -0.623
C57 -1.099 -2.122 -1.998
C58 -2.862 2.538 3.599

Energy above the lowest of the compared OMol25 structures with the same formula, charge and spin: 75.57 kJ/mol
2S+1: 2
HOMO level (alpha / beta): -9.55 / -9.68 eV
Net charge: +1
Energy: -234501.7340 eV

no.,maximum force (eV/Å)
1,5.55
2,0.73
3,1.77